Entry 1:
# C8H8N2O3P2

C8H8N2O3P2 in the gas phase at a distorted geometry (ωB97M-V/def2-TZVPD, OMol25).

```
23
Properties=species:S:1:pos:R:3:forces:R:3:mulliken_charge:R:1
O 2.909 -0.519 -0.499 1.5462 1.9969 4.9997 -0.620
P 3.280 -0.009 0.980 0.7638 -3.0226 -6.6203 0.835
O 4.179 1.477 0.797 -2.0062 -1.5892 0.0502 -0.515
O 4.229 -1.262 1.731 -0.4014 2.4786 -2.1335 -0.503
P 1.330 0.292 1.997 -1.4712 1.5478 0.1409 -0.110
C 0.103 0.580 0.512 -0.4895 1.3401 -3.4567 0.205
C 0.579 1.778 -0.551 -3.7913 -2.8990 -0.0461 -0.140
C -0.368 2.076 -1.855 -1.8089 -3.4944 2.7074 -0.406
C -1.731 1.183 -2.035 2.4741 0.5328 1.5413 -0.375
C -2.232 -0.014 -0.986 1.1875 1.1145 -0.5123 0.446
N -3.499 -0.735 -1.350 3.5147 -2.2668 6.0906 -0.499
C -3.761 -1.799 -0.321 1.7252 1.7443 -0.1806 -0.111
C -2.867 -2.104 1.004 1.6764 2.7134 -1.8558 -0.147
N -1.609 -1.354 1.335 -4.2036 0.2882 -4.8043 -0.404
C -1.285 -0.311 0.302 -0.0200 0.3027 -0.3919 0.275
H 3.808 2.018 0.020 0.6337 -1.6301 1.5441 0.372
H 4.801 -1.638 0.972 -1.3147 0.8793 1.4363 0.355
H 0.939 -0.893 2.722 0.4590 0.1539 -1.1100 0.129
H 1.584 2.387 -0.408 -2.4550 -1.5203 -0.1591 0.059
H -0.037 2.910 -2.624 -0.9648 -2.0481 1.7252 0.287
H -2.403 1.381 -2.999 1.5941 -0.5454 2.4549 0.271
H -4.725 -2.481 -0.490 2.3505 1.7853 0.3217 0.291
H -3.223 -2.962 1.745 1.0014 2.1379 -1.7419 0.306
```
Forces are in eV/Å.

Output
Gap between HOMO and LUMO in eV: 6.68
Net charge: 0
E_tot in eV: -36115.43681
SMILES: O=P(O)(O)Pc1cccc2nccnc12


Entry 2:
# CH3NS

CH3NS in the gas phase at a distorted geometry (ωB97M-V/def2-TZVPD, OMol25).

```
6
Properties=species:S:1:pos:R:3:forces:R:3:mulliken_charge:R:1
C 1.575 -0.192 -0.007 2.3853 -0.9051 0.1632 -0.174
N 0.604 0.559 0.008 -3.0051 1.4618 -0.1568 -0.332
S -1.009 -0.171 -0.002 0.3594 1.5629 0.0674 -0.145
H 2.599 0.184 -0.018 -0.1888 0.6318 -0.0121 0.240
H 1.588 -1.249 0.032 -0.5475 -1.4433 -0.0668 0.235
H -1.727 1.043 0.001 0.9967 -1.3082 0.0052 0.175
```
Forces are in eV/Å.

Output
Gap between HOMO and LUMO in eV: 10.28
Net charge: 0
E_tot in eV: -13409.52023
Relative energy (zero: lowest compared OMol25 entry of this formula, charge and spin) in kcal/mol: 30.7
SMILES: C=NS


Entry 3:
# C4H7NO

A molecular structure, C4H7NO (ωB97M-V/def2-TZVPD, OMol25).

```
13
Properties=species:S:1:pos:R:3:forces:R:3:mulliken_charge:R:1
C -1.043 0.174 1.412 0.0189 -0.0547 -0.0588 -1.085
C -0.169 -0.250 0.257 -0.2394 0.3035 0.6688 0.974
O 1.110 -0.850 0.470 -0.3248 -0.1677 0.4566 -0.475
C 0.259 0.447 -0.950 0.1957 0.1388 -0.2454 -0.335
C 1.609 -0.214 -0.725 0.2697 0.2292 -0.6158 -0.397
N -0.653 -0.731 -1.025 -0.2093 0.0506 -0.2790 -0.707
H -1.175 -0.623 2.158 0.0954 0.1001 -0.3338 0.330
H -2.034 0.442 1.019 0.2402 -0.0650 0.1513 0.305
H -0.636 1.056 1.931 0.0023 -0.3554 -0.2248 0.234
H 0.010 1.439 -1.308 0.0120 -0.2242 -0.0921 0.392
H 2.454 0.446 -0.503 -0.1793 -0.0437 0.0391 0.269
H 1.865 -0.932 -1.515 0.0749 0.0690 0.2761 0.249
H -1.596 -0.403 -1.221 0.0435 0.0195 0.2579 0.245
```
Forces are in eV/Å.

Output
Gap between HOMO and LUMO in eV: 10.17
Net charge: 0
E_tot in eV: -7796.63920
Relative energy (zero: lowest compared OMol25 entry of this formula, charge and spin) in kcal/mol: 69.3


Entry 4:
# C22H46As3BrNOSe2V

A molecular structure, C22H46As3BrNOSe2V at a distorted geometry (ωB97M-V/def2-TZVPD, OMol25).

```
77
Properties=species:S:1:pos:R:3:forces:R:3:mulliken_charge:R:1
V -0.960 -0.123 0.439 1.1514 3.9439 -2.5385 -0.356
C -2.303 3.956 4.037 -0.1152 0.0171 -0.1910 -1.082
Se -3.031 2.323 3.285 -0.2916 -0.1707 0.0474 0.235
C -4.253 3.132 1.975 0.3507 0.1135 0.1342 -0.704
C -5.233 2.114 1.434 0.1224 -0.2508 0.0265 -1.014
Se -4.470 0.755 0.209 -0.3294 0.1893 0.1955 0.218
C -5.247 1.449 -1.437 0.1333 0.1143 0.0659 -1.174
H -1.819 4.522 3.246 0.0558 0.0894 0.0750 0.320
H -1.581 3.679 4.801 0.0080 -0.0158 -0.0070 0.354
H -3.107 4.530 4.489 0.0373 0.0386 0.0175 0.383
H -3.644 3.589 1.191 -0.1645 -0.0196 0.0178 0.362
H -4.795 3.913 2.512 0.0114 -0.0440 -0.0675 0.461
H -6.018 2.610 0.863 0.0113 -0.0672 0.0253 0.454
H -5.693 1.561 2.255 -0.0615 0.0618 -0.1175 0.458
H -6.294 1.678 -1.259 0.0121 -0.0502 -0.0373 0.420
H -5.173 0.678 -2.200 -0.0317 0.0007 0.0150 0.340
H -4.707 2.341 -1.744 -0.0722 -0.0060 -0.0663 0.383
C 0.614 1.201 3.470 -0.4850 0.1472 0.0279 -1.180
As 0.898 -0.078 2.032 2.2590 0.0507 1.3871 0.980
C 1.162 -1.705 3.091 -0.3083 -0.1584 -0.1867 -1.332
C 2.733 0.505 1.572 -0.2166 0.0066 -0.3105 -1.607
C 3.365 -0.074 0.293 -0.0449 -0.0740 0.0974 2.381
C 3.143 -1.587 0.270 0.0637 0.2441 -0.0318 -1.375
C 2.732 0.587 -0.932 -0.2237 0.0249 0.3235 -1.277
As 0.861 0.078 -1.341 1.8522 0.2656 -1.2625 1.800
C 1.133 -1.455 -2.540 -0.3622 -0.1713 0.1895 -1.512
C 0.594 1.418 -2.728 -0.4220 0.1925 0.0321 -1.340
C 4.869 0.252 0.356 -0.0873 -0.0847 -0.4206 -1.992
As 6.200 -0.086 -1.128 0.5428 0.0289 0.2411 0.323
C 5.863 1.415 -2.360 -0.2868 -0.2169 0.0309 -1.033
C 5.526 -1.572 -2.241 -0.2730 0.2697 0.1256 -0.794
H 1.447 1.143 4.177 -0.0234 -0.1652 -0.2180 0.524
H -0.319 0.980 3.994 0.0992 0.0362 -0.0857 0.289
H 0.554 2.211 3.057 -0.0122 -0.1736 0.0062 0.413
H 2.130 -1.679 3.596 -0.0795 0.1492 -0.1395 0.446
H 1.103 -2.602 2.474 0.0558 0.0904 0.0336 0.390
H 0.376 -1.747 3.848 0.0493 0.0213 -0.0636 0.477
H 3.341 0.248 2.449 -0.2269 -0.0224 -0.0721 0.671
H 2.686 1.600 1.509 -0.0156 -0.1579 0.0738 0.505
H 2.064 -1.799 0.277 0.1334 -0.2314 -0.0102 0.051
H 3.601 -2.050 1.146 -0.0530 -0.0817 -0.0069 0.372
H 3.580 -2.028 -0.622 -0.0592 -0.0931 0.0060 0.170
H 3.309 0.348 -1.830 -0.1906 0.0065 0.0407 0.047
H 2.733 1.677 -0.809 0.0066 -0.1257 -0.1065 0.559
H 2.037 -1.304 -3.134 -0.0878 0.1148 0.1803 0.432
H 0.281 -1.505 -3.223 0.0577 0.0012 0.0782 0.454
H 1.208 -2.403 -2.006 0.0405 0.1164 0.0051 0.362
H 1.357 1.296 -3.502 -0.0619 -0.0971 0.2168 0.392
H 0.660 2.422 -2.304 0.0065 -0.1720 -0.0181 0.402
H -0.393 1.298 -3.181 0.1195 0.0148 0.0398 0.353
H 5.296 -0.272 1.216 0.0181 0.0201 -0.0318 0.523
H 4.997 1.321 0.548 0.0500 0.0074 0.0027 0.538
H 5.788 2.347 -1.801 -0.0126 0.0022 0.0447 0.314
H 4.963 1.271 -2.958 -0.0316 0.0966 -0.0410 0.258
H 6.711 1.502 -3.038 0.0206 -0.0861 0.0611 0.410
H 5.547 -2.509 -1.689 -0.0061 0.0178 0.0379 0.327
H 6.205 -1.674 -3.088 0.0333 0.1025 0.0449 0.420
H 4.523 -1.382 -2.626 -0.0307 -0.1142 -0.0765 0.016
C -3.035 -4.401 -2.546 0.0337 -0.1010 -0.0055 -1.467
C -2.586 -3.040 -2.131 0.1782 0.0424 0.2571 0.620
C -2.936 -1.895 -2.849 0.1264 0.2631 0.2205 -0.374
C -2.562 -0.627 -2.415 0.1087 0.3529 -0.0965 -1.523
C -1.792 -0.565 -1.270 -0.2308 -0.6659 -0.5880 1.357
Br -0.872 2.284 0.373 0.1591 -0.9837 -0.1776 -0.248
N -1.430 -1.656 -0.639 -0.4078 -0.2899 -0.2686 -0.319
C -1.808 -2.872 -0.985 -0.1825 -0.7338 -0.2875 -0.527
H -3.573 -4.353 -3.488 -0.0295 -0.1027 -0.0416 0.407
H -3.690 -4.835 -1.791 -0.0639 -0.0138 -0.0066 0.345
H -2.181 -5.069 -2.656 -0.0018 -0.0532 -0.0654 0.368
H -3.522 -1.986 -3.752 -0.0816 -0.0606 -0.0504 0.491
H -2.861 0.265 -2.952 0.0352 -0.0404 0.0399 0.892
H -1.502 -3.712 -0.371 0.0185 0.0397 -0.0210 0.535
C -2.582 -1.191 2.651 -1.1339 -1.2530 1.7250 -0.860
O -1.877 -0.520 1.688 -1.4272 -0.5231 1.9247 -0.976
H -2.137 -2.182 2.824 -0.0519 0.2397 -0.0930 0.375
H -3.621 -1.327 2.322 0.2574 0.1315 -0.0181 0.336
H -2.584 -0.634 3.597 0.0590 0.0058 -0.2874 0.350
```
Forces are in eV/Å.

Output
Gap between HOMO and LUMO (alpha / beta) in eV: 4.58 / 4.58
Net charge: +2
E_tot in eV: -436020.51426
Relative energy (zero: lowest compared OMol25 entry of this formula, charge and spin) in kcal/mol: 43.9